Entry 1:
34
Properties=species:S:1:pos:R:3:forces:R:3 method="wB97M-V/def2-TZVPD" energy_ev=-117250.49165 multiplicity=1 total_charge=-1 orbital_gap_ev=5.87 de_lowest_kj_mol=67.9
Cl 6.393 -0.346 2.932 1.018 -0.004 0.042
C 4.692 -0.347 2.784 -1.192 -0.012 0.064
C 4.008 -1.568 2.755 -0.300 0.640 -0.053
C 2.619 -1.570 2.688 0.182 0.483 0.048
C 1.920 -0.346 2.682 0.119 0.006 -0.062
N 0.550 -0.345 2.656 -0.523 0.026 0.501
C 2.620 0.876 2.659 0.199 -0.484 0.089
C 4.009 0.874 2.735 -0.319 -0.625 -0.094
H 4.552 -2.501 2.789 0.070 0.039 -0.036
H 2.057 -2.502 2.629 0.188 0.200 0.082
H 0.048 0.530 2.754 0.199 -0.415 -0.026
H 0.041 -1.190 2.888 0.231 0.439 -0.141
H 2.058 1.807 2.584 0.195 -0.188 0.083
H 4.552 1.808 2.761 0.074 -0.038 -0.049
O 1.500 -0.937 -3.412 -0.582 0.748 -0.468
C 0.506 -0.350 -3.326 1.526 -2.122 0.994
Co -1.030 0.442 -3.063 0.038 1.441 0.405
C -0.633 2.074 -2.580 0.417 2.316 0.193
O -0.420 3.137 -2.179 -0.141 -1.011 -0.286
C -1.780 0.618 -4.620 -2.548 -0.013 -0.897
O -2.372 0.689 -5.618 1.254 -0.072 0.826
C -2.287 -0.740 -2.178 1.508 -2.241 -1.093
C -1.625 -0.440 -0.960 -0.508 -1.026 -1.052
C -0.522 -0.844 -0.292 -1.124 0.077 0.139
Co -3.366 0.370 -1.245 -1.298 1.659 0.261
C -3.278 1.942 -0.453 0.895 1.220 0.850
O -3.106 2.939 0.100 -0.351 -0.691 -0.422
C -4.395 -0.638 -0.227 -0.267 -1.382 1.266
O -4.941 -1.367 0.486 0.328 0.827 -0.790
C -4.476 0.775 -2.608 -0.236 0.311 -1.629
O -5.105 1.032 -3.545 0.753 -0.445 1.567
H -2.573 -1.686 -2.628 0.060 -0.079 0.378
H -0.312 -0.544 0.727 0.079 0.282 -0.435
H 0.094 -1.655 -0.673 0.057 0.133 -0.257

=====

Entry 2:
38
Properties=species:S:1:pos:R:3:forces:R:3 method="wB97M-V/def2-TZVPD" energy_ev=-80385.04054 multiplicity=2 total_charge=0 orbital_gap_ev="4.92 / 5.53" de_lowest_kj_mol=349.6 s2=0.93
Ru -0.034 -0.146 -0.166 -0.389 0.479 0.854
O 0.928 1.622 0.814 -0.292 -2.015 -1.631
N 0.369 1.866 1.962 -1.131 0.368 1.359
C 1.114 2.491 2.891 0.448 0.256 0.336
C 0.607 2.860 4.110 -0.217 -0.076 -0.068
C -0.730 2.585 4.395 0.089 -0.050 -0.274
C -1.490 1.945 3.444 0.326 0.099 -0.003
C -0.938 1.568 2.217 0.075 0.248 0.026
S -1.932 0.809 1.027 1.784 -1.121 -1.122
H 2.137 2.681 2.598 -0.055 -0.091 -0.103
H 1.238 3.358 4.830 0.086 -0.019 -0.072
H -1.161 2.866 5.341 -0.064 0.025 0.146
H -2.526 1.709 3.612 -0.163 -0.075 0.057
S -1.630 1.035 -7.895 -0.270 0.117 0.295
C -0.904 0.620 -6.471 -0.767 0.426 -0.635
S -1.673 0.988 -4.940 0.859 -0.473 0.053
C -0.282 0.238 -4.125 -1.015 0.037 -1.663
N 0.592 -0.199 -4.956 0.525 -0.347 1.602
N 0.280 -0.008 -6.241 -0.820 0.494 0.055
C 1.218 -0.491 -7.183 0.690 -0.359 -0.461
C 1.087 -0.320 -8.558 -0.211 0.146 -0.017
C 2.056 -0.826 -9.406 0.266 -0.153 0.163
C 3.156 -1.498 -8.901 -0.022 0.013 -0.074
C 3.288 -1.667 -7.529 -0.069 0.047 -0.162
C 2.326 -1.169 -6.674 -0.022 -0.012 0.088
S -0.177 0.176 -2.438 0.628 0.307 1.853
H 0.242 0.202 -8.974 0.127 -0.074 0.073
H 1.944 -0.689 -10.471 -0.013 0.014 -0.066
H 3.905 -1.888 -9.571 0.120 -0.064 -0.084
H 4.142 -2.189 -7.125 0.056 -0.040 0.044
H 2.414 -1.295 -5.608 0.099 -0.050 -0.042
F 2.449 -3.848 1.986 0.086 0.259 -0.275
C 1.189 -3.476 2.254 0.111 -0.327 0.324
F 1.127 -3.244 3.569 -0.094 0.250 -0.139
F 0.412 -4.536 2.008 -0.215 0.147 -0.247
C 0.759 -2.225 1.419 0.214 -0.108 1.588
O 0.582 -1.167 2.037 -0.123 0.279 -0.410
O 0.621 -2.384 0.196 -0.637 1.443 -1.369

=====

Entry 3:
29
Properties=species:S:1:pos:R:3:forces:R:3 method="wB97M-V/def2-TZVPD" energy_ev=-34168.02568 multiplicity=1 smiles="O=C1OCc2cc(-c3ccc(-c4cnco4)s3)ccc21" total_charge=0 orbital_gap_ev=7.63 de_lowest_kj_mol=0.0
O -4.691 0.919 3.889 -1.119 0.396 -1.333
C -4.487 0.987 2.693 0.371 -0.274 2.506
O -5.397 1.197 1.692 0.978 -0.056 -0.089
C -4.694 1.064 0.427 0.484 -0.873 -0.164
C -3.240 0.806 0.778 0.810 -0.205 -0.204
C -2.108 0.589 -0.044 -0.509 -0.103 1.543
C -0.863 0.285 0.562 -0.402 0.622 1.295
C 0.329 -0.029 -0.241 0.451 -0.273 -1.914
C 0.271 -0.325 -1.600 3.321 -0.384 0.674
C 1.593 -0.676 -2.200 -0.987 0.588 1.118
C 2.593 -0.607 -1.258 -0.554 0.453 1.083
C 4.012 -0.874 -1.381 0.391 0.041 -2.494
C 4.706 -1.206 -2.509 -0.344 -0.850 -0.429
N 6.044 -1.444 -2.224 -0.762 1.076 1.656
C 6.123 -1.128 -0.945 -0.381 -0.725 -2.113
O 4.917 -0.763 -0.405 1.233 -0.185 1.590
S 2.010 -0.096 0.318 -1.114 -0.287 -0.650
C -0.767 0.315 1.995 -1.588 0.165 -0.859
C -1.925 0.546 2.775 0.787 -0.049 -0.597
C -3.150 0.795 2.163 1.041 -0.370 -2.163
H -5.138 0.225 -0.134 0.088 0.266 0.301
H -4.753 1.943 -0.190 -0.492 0.643 0.023
H -2.228 0.654 -1.101 0.112 -0.075 -0.612
H -0.603 -0.306 -2.180 -1.019 -0.081 -0.521
H 1.799 -0.924 -3.256 -0.413 0.123 0.781
H 4.276 -1.392 -3.490 0.290 0.092 0.261
H 7.061 -1.234 -0.406 -0.715 0.398 0.548
H 0.210 0.146 2.429 -0.184 -0.075 0.268
H -1.900 0.531 3.844 0.226 0.003 0.495

=====

Entry 4:
37
Properties=species:S:1:pos:R:3:forces:R:3 method="wB97M-V/def2-TZVPD" energy_ev=-159677.50612 multiplicity=1 total_charge=0 orbital_gap_ev=6.22 de_lowest_kj_mol=0.0
Ir -1.618 0.653 0.206 0.124 -0.703 -0.136
O -0.735 3.936 6.099 -0.092 0.102 0.018
C -0.939 3.383 5.057 0.198 -0.195 -0.010
S -1.964 1.942 4.882 -0.061 0.045 0.012
C -1.701 1.717 3.171 0.321 0.317 -0.372
C -0.888 2.596 2.555 -0.296 -0.434 0.188
S -0.489 2.504 0.843 0.015 0.084 -0.056
S -0.177 3.864 3.521 -0.033 0.077 0.013
S -2.502 0.406 2.329 -0.037 0.098 0.176
C 2.977 -0.958 2.974 0.025 0.001 -0.002
C 1.832 -1.358 2.090 -0.022 -0.093 -0.011
C 1.583 -2.683 1.743 -0.053 0.137 -0.009
C 0.480 -3.002 0.967 0.007 -0.014 -0.007
C -0.330 -1.964 0.559 -0.040 -0.228 -0.023
Br -1.923 -2.276 -0.423 0.035 0.281 0.102
N -0.096 -0.695 0.845 -0.185 0.195 0.038
C 0.956 -0.397 1.610 0.093 0.148 -0.018
H 3.794 -1.674 2.906 0.006 -0.010 0.009
H 2.657 -0.909 4.016 -0.005 -0.012 -0.001
H 3.358 0.025 2.701 -0.004 0.009 0.001
H 2.243 -3.469 2.088 0.011 -0.007 0.005
H 0.241 -4.019 0.696 0.013 -0.009 0.003
H 1.087 0.660 1.820 -0.020 -0.044 -0.014
S -3.331 1.881 -0.842 0.065 -0.137 -0.204
C -2.453 1.333 -2.223 0.195 -0.019 0.214
N -1.314 0.733 -1.912 -0.406 0.476 0.079
C -0.646 0.249 -3.016 0.124 -0.066 -0.048
C 0.570 -0.428 -3.011 -0.036 0.003 -0.041
C 1.095 -0.840 -4.221 0.012 -0.002 0.038
C 0.429 -0.582 -5.421 0.007 -0.009 -0.034
C -0.777 0.095 -5.434 0.016 -0.002 -0.015
C -1.312 0.505 -4.221 0.036 0.002 0.055
S -2.801 1.366 -3.917 -0.008 0.012 0.051
H 1.081 -0.610 -2.075 0.005 -0.003 0.007
H 2.040 -1.367 -4.240 0.003 -0.001 -0.004
H 0.863 -0.914 -6.355 -0.001 0.002 -0.001
H -1.288 0.298 -6.366 -0.010 0.000 -0.004

=====

Entry 5:
40
Properties=species:S:1:pos:R:3:forces:R:3 method="wB97M-V/def2-TZVPD" energy_ev=-167323.31364 multiplicity=2 total_charge=0 orbital_gap_ev="7.30 / 6.26" de_lowest_kj_mol=17.7 s2=0.75
Cu -0.336 -0.120 -0.673 -0.232 0.257 -0.008
Cl 5.411 -0.363 3.794 -0.078 0.000 -0.028
C 3.873 -0.205 2.991 0.027 0.022 0.032
C 3.792 -0.380 1.626 0.088 -0.071 -0.156
C 2.565 -0.238 1.003 -0.019 -0.020 -0.025
Cl 2.478 -0.489 -0.723 0.185 -0.047 0.001
C 1.374 0.076 1.683 -0.305 0.010 -0.138
O 0.213 0.251 1.117 0.426 -0.123 -0.026
C 1.526 0.231 3.076 0.009 0.033 0.079
Cl 0.108 0.610 4.002 0.055 0.002 -0.009
C 2.739 0.100 3.721 -0.066 0.018 0.171
H 4.671 -0.637 1.050 -0.034 0.019 -0.007
H 2.796 0.232 4.794 -0.017 0.002 -0.037
C -3.361 -2.144 -1.118 0.011 0.101 -0.009
C -3.443 -0.656 -1.122 -0.044 0.040 0.015
N -2.417 0.150 -1.086 0.234 0.034 -0.036
C -2.788 1.480 -1.071 0.199 -0.137 -0.051
C -4.122 1.690 -1.106 -0.184 0.083 0.029
S -4.938 0.189 -1.143 -0.026 -0.089 -0.047
C -1.708 2.465 -1.022 0.112 -0.194 -0.091
C -1.817 3.811 -0.959 -0.049 0.180 0.054
S -0.261 4.507 -0.896 0.075 0.018 -0.064
C 0.468 2.958 -0.971 -0.099 0.070 0.076
N -0.407 1.989 -1.037 -0.199 -0.236 0.075
C 1.951 2.816 -0.917 -0.049 -0.029 0.051
H -2.397 -2.452 -1.517 -0.078 0.060 -0.002
H -4.161 -2.585 -1.710 -0.016 0.020 0.006
H -3.441 -2.524 -0.097 0.023 0.022 0.005
H -4.658 2.627 -1.110 0.051 -0.068 0.005
H -2.713 4.410 -0.936 0.064 -0.047 0.005
H 2.433 3.781 -1.066 -0.016 -0.011 0.010
H 2.296 2.121 -1.677 -0.003 -0.003 -0.026
H 2.251 2.421 0.056 -0.033 -0.012 -0.022
Cl 1.373 -5.366 -0.357 -0.044 0.037 0.002
C 0.366 -4.235 -1.252 0.143 0.060 -0.025
Cl 1.040 -4.012 -2.875 -0.012 -0.006 -0.007
Cl -1.288 -4.900 -1.387 0.101 -0.048 0.001
C 0.250 -2.862 -0.496 -0.466 -0.003 -0.250
O 0.485 -2.818 0.683 0.155 0.089 0.019
O -0.203 -1.928 -1.273 0.113 -0.032 0.427

=====

Entry 6:
34
Properties=species:S:1:pos:R:3:forces:R:3 method="wB97M-V/def2-TZVPD" energy_ev=-74533.51733 multiplicity=8 total_charge=-1 orbital_gap_ev="5.25 / 3.30" s2=16.12
C 2.705 1.260 0.251 0.148 0.107 -0.727
C 1.573 2.110 0.044 0.811 -0.822 -0.008
C 1.021 1.811 -1.210 0.364 -0.038 0.265
H 1.226 2.852 0.735 -0.176 0.120 0.191
C 1.759 0.779 -1.812 1.079 -0.335 1.233
C 2.827 0.414 -0.931 -0.192 0.947 -0.101
H 3.584 -0.358 -1.090 -0.175 0.317 -0.076
H 3.357 1.222 1.129 -0.100 0.259 -0.332
H 0.200 2.328 -1.663 -0.343 -0.054 0.010
H 1.573 0.333 -2.763 -0.153 -0.210 -0.378
Gd 1.360 -0.751 0.734 -3.253 2.194 -2.154
Cl 0.364 -0.210 2.930 -0.135 0.048 1.076
C -2.787 -0.756 0.379 0.440 0.862 -0.066
C -2.549 -0.798 -1.029 0.180 1.148 0.024
C -2.317 0.545 -1.469 -0.026 -0.516 0.780
H -2.495 -1.696 -1.647 -0.079 0.298 0.189
C -2.401 1.414 -0.329 0.192 -1.247 -0.248
C -2.691 0.601 0.812 0.227 -0.649 -0.640
H -2.754 0.950 1.839 -0.061 -0.070 -0.170
H -2.908 -1.625 1.020 -0.163 0.145 -0.053
H -2.031 0.844 -2.477 -0.179 -0.055 0.175
H -2.189 2.478 -0.323 -0.166 -0.086 0.001
F 1.010 -5.887 3.814 -0.086 0.221 -0.411
C 0.919 -5.120 2.712 0.154 0.348 0.196
C -0.117 -5.311 1.792 -0.297 -0.641 -0.443
F -0.993 -6.316 1.989 0.322 0.513 0.195
C -0.204 -4.568 0.626 0.225 0.413 0.095
F -1.241 -4.723 -0.228 0.991 -0.205 0.836
C 0.795 -3.613 0.319 0.435 0.694 0.279
S 0.758 -2.736 -1.170 0.168 0.276 0.185
C 1.754 -3.358 1.341 0.030 -0.369 -0.482
F 2.766 -2.294 1.220 0.121 -3.190 0.330
C 1.841 -4.099 2.499 0.314 -0.162 0.514
F 2.839 -3.856 3.370 -0.618 -0.259 -0.287